# 1
Density functional theory data (wB97M-V/def2-TZVPD) for C49H42AlAs2N3Se as an isolated structure at a distorted geometry.

Atoms and positions in Å:
Al1 -0.592739 0.145466 -0.064628
C1 1.380061 3.243366 -1.108028
C2 2.428661 2.225966 -0.672228
As1 1.842061 0.364266 -0.918128
C3 2.339561 0.070466 -2.769628
C4 3.547361 -0.559934 -3.045328
C5 3.997461 -0.661334 -4.349128
C6 3.234761 -0.142234 -5.382028
C7 2.021461 0.475066 -5.112328
C8 1.569561 0.581766 -3.807128
C9 3.227161 -0.592934 0.067972
C10 2.888361 -1.815534 0.639372
C11 3.791261 -2.499834 1.433172
C12 5.041861 -1.954834 1.678772
C13 5.400161 -0.755534 1.082872
C14 4.500761 -0.075134 0.277172
As2 -0.462739 2.811566 -0.504628
C15 -1.425539 4.017866 -1.705028
C16 -0.975139 5.328266 -1.844328
C17 -1.621439 6.196266 -2.704828
C18 -2.727739 5.767366 -3.424328
C19 -3.190339 4.471166 -3.275228
C20 -2.540439 3.595966 -2.419528
C21 -0.634339 3.780466 1.168672
C22 0.300961 3.578766 2.176072
C23 0.188561 4.242266 3.384272
C24 -0.881339 5.095766 3.602272
C25 -1.837339 5.276866 2.615172
C26 -1.719039 4.619566 1.401772
H1 1.330761 3.277966 -2.204928
H2 1.665161 4.241966 -0.758728
H3 2.678861 2.361366 0.387272
H4 3.351261 2.372966 -1.248528
H5 4.138561 -0.966434 -2.232628
H6 4.945961 -1.137434 -4.550328
H7 3.583861 -0.224434 -6.399128
H8 1.430461 0.878866 -5.920428
H9 0.617261 1.062766 -3.587028
H10 1.886261 -2.208234 0.469272
H11 3.521061 -3.453334 1.862172
H12 5.732161 -2.458034 2.338372
H13 6.383761 -0.344834 1.248572
H14 4.795861 0.857466 -0.189928
H15 -0.125939 5.676966 -1.264428
H16 -1.262739 7.208366 -2.814728
H17 -3.228439 6.446666 -4.095728
H18 -4.056939 4.137366 -3.826428
H19 -2.900439 2.581266 -2.293628
H20 1.130961 2.897466 2.010972
H21 0.937061 4.096666 4.149172
H22 -0.970039 5.611766 4.545672
H23 -2.675039 5.935566 2.786272
H24 -2.460039 4.764466 0.622572
C27 -4.746439 0.350366 -1.439428
C28 -5.341839 0.357266 -0.186128
C29 -4.561839 0.309366 0.952172
C30 -3.167639 0.267766 0.856472
C31 -2.546339 0.256066 -0.418228
C32 -3.365639 0.282166 -1.546328
C33 -2.309439 0.210466 2.034272
C34 -2.828639 0.087966 3.343872
C35 -2.003039 0.007966 4.428872
C36 -0.604739 0.096466 4.250472
C37 0.326761 0.076566 5.308372
C38 1.672761 0.149866 5.060072
C39 2.136961 0.237766 3.738872
C40 1.248961 0.282166 2.695972
C41 -0.132439 0.211166 2.917972
N1 -0.978439 0.249266 1.844372
H25 -5.358839 0.379866 -2.329328
H26 -6.417639 0.389166 -0.100628
H27 -5.049939 0.313566 1.911672
H28 -2.908839 0.224766 -2.529128
H29 -3.893839 0.037866 3.489172
H30 -2.407139 -0.130334 5.421972
H31 -0.047339 0.028966 6.318672
H32 2.382261 0.137566 5.873972
H33 3.198461 0.286666 3.545072
H34 1.586661 0.375766 1.667772
C42 -1.967739 -4.686734 1.143972
N2 -1.115839 -4.964534 0.019972
C43 -0.502539 -4.056534 -0.751928
Se1 -0.844539 -2.203334 -0.767028
N3 0.195961 -4.688734 -1.710428
C44 0.024061 -6.049334 -1.576628
C45 0.485561 -7.124634 -2.318428
C46 0.097461 -8.381834 -1.898928
C47 -0.712339 -8.560234 -0.775828
C48 -1.185239 -7.492734 -0.037628
C49 -0.809939 -6.225434 -0.458828
H35 -2.103339 -3.606934 1.228272
H36 -1.519439 -5.072234 2.061272
H37 -2.939839 -5.159534 0.997972
H38 0.732161 -4.223834 -2.427628
H39 1.109561 -6.983834 -3.185228
H40 0.425861 -9.247034 -2.451728
H41 -0.975539 -9.560334 -0.477228
H42 -1.818639 -7.637134 0.820272

Cartesian forces, eV/Å:
Al -0.35 0.79 0.05
C -0.07 0.00 -0.15
C 0.03 0.14 0.25
As 1.00 0.07 -0.09
C -0.13 -0.10 0.08
C 0.06 -0.08 0.40
C -0.02 0.01 -0.05
C -0.04 0.00 -0.01
C -0.04 0.02 -0.04
C -0.28 0.11 0.23
C -0.37 -0.18 0.10
C -0.44 -0.01 -0.19
C 0.03 -0.05 0.02
C -0.04 0.01 -0.03
C 0.04 0.02 0.02
C -0.13 0.32 -0.19
As 0.30 1.06 -0.09
C -0.10 -0.37 0.01
C 0.28 -0.07 0.25
C -0.01 0.01 -0.02
C 0.01 -0.04 0.02
C -0.05 0.02 -0.06
C 0.12 -0.32 0.20
C -0.06 -0.13 0.06
C 0.23 -0.19 -0.21
C 0.03 -0.01 0.04
C -0.02 -0.02 0.05
C -0.01 0.01 0.04
C -0.05 -0.10 -0.33
H -0.09 0.03 0.22
H -0.14 -0.17 -0.06
H -0.04 -0.14 -0.13
H -0.18 -0.16 0.12
H 0.02 0.00 -0.13
H 0.03 -0.04 -0.04
H 0.02 0.03 -0.12
H -0.06 0.02 -0.05
H 0.10 -0.03 -0.16
H 0.19 -0.08 0.10
H -0.05 -0.04 0.08
H 0.10 -0.09 -0.02
H 0.10 0.06 0.02
H 0.04 -0.01 0.08
H -0.06 0.03 -0.08
H 0.02 0.08 0.01
H -0.06 0.07 -0.07
H -0.06 -0.02 -0.04
H -0.03 0.14 -0.08
H 0.01 0.10 0.08
H 0.04 -0.01 0.07
H -0.02 0.08 0.07
H -0.07 0.06 0.02
H 0.01 0.07 0.10
C 0.11 -0.05 0.04
C -0.04 0.01 -0.04
C 0.14 0.06 0.05
C -0.17 0.05 -0.96
C 0.10 -0.32 0.38
C 0.42 -0.07 0.05
C 0.32 0.01 0.60
C 0.07 -0.03 0.21
C 0.02 0.07 -0.34
C 0.11 0.03 -0.55
C 0.10 0.09 -0.07
C -0.18 -0.07 0.11
C -0.10 0.09 -0.23
C 0.06 0.01 -0.15
C 0.34 -0.05 0.56
N -0.51 -0.07 -0.26
H -0.03 -0.02 -0.05
H -0.06 0.02 0.03
H -0.11 0.02 0.13
H -0.08 0.02 -0.02
H -0.06 -0.02 -0.04
H -0.06 0.07 0.06
H -0.02 -0.07 0.16
H 0.00 0.00 0.06
H 0.09 0.00 -0.05
H 0.12 -0.02 0.32
C -0.40 0.15 0.53
N 0.49 0.43 -0.43
C 0.33 0.71 0.01
Se -0.67 -0.97 -0.55
N -0.09 0.24 0.25
C -0.40 -0.62 0.48
C -0.02 0.04 0.04
C 0.07 0.10 -0.05
C -0.06 0.04 0.09
C 0.03 0.12 -0.03
C 0.48 -0.52 -0.69
H 0.03 -0.19 -0.03
H 0.00 0.02 -0.07
H 0.06 0.02 -0.03
H -0.13 0.10 0.10
H 0.10 -0.01 -0.12
H 0.05 -0.09 -0.05
H -0.07 -0.15 0.04
H -0.11 -0.06 0.15

multiplicity: 1
total charge: +2
frontier orbital gap: 7.3 eV

# 2
Density functional theory data (wB97M-V/def2-TZVPD) for C49H42Br2CaN4O4S2 as an isolated structure at a distorted geometry.

Atoms and positions in Å:
Ca1 0.360948 0.044208 1.442997
Br1 5.604902 0.731244 6.052867
C1 4.189641 0.576783 4.806427
C2 4.327764 -0.234812 3.700831
C3 3.260839 -0.288031 2.812478
N1 2.156460 0.430198 2.986853
C4 2.021106 1.185744 4.071714
C5 3.022928 1.294018 5.023776
C6 0.695274 1.915191 4.203818
C7 0.424376 2.710440 5.307062
C8 -0.820146 3.312872 5.376165
Br2 -1.221399 4.431031 6.847776
C9 -1.754765 3.104225 4.386529
C10 -1.385394 2.300768 3.314793
N2 -0.185306 1.736925 3.215680
H1 5.225553 -0.805818 3.514722
H2 3.299856 -0.905301 1.921068
H3 2.922974 1.908737 5.904168
H4 1.143588 2.862135 6.095915
H5 -2.739932 3.544672 4.430610
H6 -2.069525 2.069753 2.502451
O1 -0.196305 -1.218260 3.892779
C11 -0.738919 -1.731803 2.895364
O2 -0.096670 -2.018373 1.835473
C12 -2.237292 -1.919176 2.915795
C13 -2.774234 -2.808452 3.838635
C14 -4.143829 -2.981032 3.960552
C15 -4.984498 -2.209825 3.166980
C16 -4.453372 -1.306217 2.263560
C17 -3.072100 -1.143788 2.089977
S1 -2.476197 0.018947 0.882404
H7 -2.094409 -3.376947 4.462851
H8 -4.548685 -3.699108 4.663633
H9 -6.061225 -2.306768 3.257917
H10 -5.113923 -0.700201 1.653528
C18 -1.053424 -2.847631 -2.616470
S2 -1.021867 -2.820734 -0.816641
O3 -2.045129 -3.832298 -0.385888
C19 0.584100 -3.614280 -0.661766
C20 0.671790 -4.768397 0.096778
C21 1.924495 -5.287495 0.396125
C22 3.073628 -4.642371 -0.045562
C23 2.975249 -3.481787 -0.803373
C24 1.726474 -2.963461 -1.112816
H11 -0.789193 -3.838979 -2.979924
H12 -0.365380 -2.092954 -2.998124
H13 -2.073489 -2.589576 -2.901040
H14 -0.242515 -5.221805 0.458253
H15 2.003854 -6.180680 1.005156
H16 4.050012 -5.032785 0.216180
H17 3.861857 -2.951135 -1.131350
H18 1.665316 -2.030271 -1.656975
C25 -5.250461 0.602038 -1.744505
C26 -5.267699 1.754706 -0.752552
N3 -5.368034 3.087180 -1.364316
C27 -6.653249 3.760152 -1.300954
C28 -7.709696 3.104344 -2.181506
C29 -4.330126 3.723559 -1.967681
O4 -4.465661 4.795695 -2.548295
C30 -2.976124 3.072869 -1.902839
C31 -2.399407 2.552155 -3.055474
C32 -1.119910 2.038602 -2.989099
C33 -0.441092 2.082136 -1.775207
N4 -0.976585 2.594921 -0.668355
C34 -2.219319 3.068289 -0.740275
H19 -5.207378 -0.340293 -1.196840
H20 -4.360352 0.648912 -2.370843
H21 -6.133587 0.604257 -2.387367
H22 -4.383289 1.686675 -0.122796
H23 -6.132816 1.661220 -0.092118
H24 -6.492879 4.788991 -1.616132
H25 -6.985099 3.765740 -0.257717
H26 -7.369365 3.070244 -3.217061
H27 -8.641486 3.672991 -2.141903
H28 -7.924819 2.084707 -1.858902
H29 -2.953266 2.558358 -3.987355
H30 -0.629497 1.619529 -3.858278
H31 0.566854 1.689915 -1.672358
H32 -2.635641 3.474171 0.177937
C35 1.897031 0.320019 -0.340019
C36 2.877126 0.194967 -1.080062
C37 3.947516 -0.091615 -1.979231
C38 3.674442 0.026821 -3.391194
C39 4.658507 0.276124 -4.379031
C40 4.336806 0.438467 -5.714597
C41 3.019446 0.366729 -6.160304
C42 2.028494 0.137109 -5.207858
C43 2.341023 -0.023410 -3.871713
C44 5.204633 -0.483297 -1.418586
C45 6.204570 -1.215588 -2.116104
C46 7.396592 -1.586876 -1.523112
C47 7.683326 -1.273472 -0.195372
C48 6.705136 -0.588595 0.525033
C49 5.509156 -0.213234 -0.054422
H33 5.690490 0.380759 -4.070296
H34 5.132104 0.644283 -6.424904
H35 2.772680 0.501614 -7.206245
H36 0.989680 0.074167 -5.519134
H37 1.552450 -0.192318 -3.146494
H38 6.007649 -1.524870 -3.134496
H39 8.118570 -2.150105 -2.107391
H40 8.623170 -1.559531 0.260353
H41 6.889028 -0.332205 1.565348
H42 4.766452 0.324677 0.521873

Cartesian forces, eV/Å:
Ca -0.39 0.91 -0.99
Br 0.06 -0.02 0.06
C -0.19 0.09 -0.04
C 0.03 -0.10 -0.04
C -0.03 0.23 0.07
N 0.36 -0.09 0.30
C -0.59 0.33 -0.04
C 0.20 -0.09 -0.01
C 0.60 -0.34 -0.12
C -0.19 0.12 0.04
C 0.17 -0.13 -0.08
Br -0.05 0.05 0.08
C -0.09 0.02 -0.07
C 0.15 0.01 -0.01
N 0.07 0.16 0.34
H 0.00 -0.01 0.00
H 0.02 0.06 -0.05
H 0.00 0.01 -0.01
H 0.00 -0.01 0.00
H 0.00 0.00 0.00
H -0.04 0.00 0.01
O -0.18 0.19 0.10
C 0.02 -0.42 0.22
O -0.42 -0.96 0.24
C 0.07 0.04 0.04
C -0.01 -0.03 -0.06
C -0.02 0.01 -0.02
C 0.00 0.00 0.05
C -0.04 0.01 -0.09
C 0.11 0.08 -0.21
S -0.13 -0.06 0.48
H 0.01 0.02 0.02
H 0.00 0.01 0.02
H 0.00 -0.01 -0.02
H -0.01 -0.01 -0.01
C -0.08 0.04 -0.19
S -0.20 -0.49 0.10
O 0.33 0.29 -0.17
C 0.11 0.19 0.21
C -0.02 -0.03 -0.03
C 0.01 0.00 -0.01
C -0.03 -0.01 0.00
C 0.03 -0.03 -0.02
C -0.05 -0.04 -0.04
H -0.04 -0.01 -0.02
H 0.05 -0.03 0.00
H 0.01 0.02 0.00
H 0.00 0.01 0.03
H 0.00 -0.01 -0.01
H 0.01 -0.01 -0.01
H -0.01 0.00 0.00
H 0.00 0.04 0.06
C -0.03 -0.01 0.00
C 0.00 0.06 -0.02
N 0.08 -0.03 0.12
C -0.02 -0.02 -0.09
C -0.04 0.03 0.01
C 0.03 -0.02 0.05
O 0.00 0.02 -0.08
C -0.05 0.01 -0.07
C -0.03 0.02 -0.03
C 0.04 0.00 0.02
C 0.06 0.05 0.00
N -0.12 0.03 0.09
C 0.02 -0.07 0.00
H 0.02 0.00 0.00
H 0.02 0.00 -0.01
H 0.00 0.01 0.00
H 0.05 -0.04 0.04
H 0.01 0.00 0.03
H 0.00 -0.02 0.02
H -0.02 0.00 0.00
H 0.00 0.01 -0.01
H 0.00 0.00 0.00
H 0.01 -0.01 0.00
H -0.01 0.00 0.00
H 0.00 -0.01 0.00
H -0.01 -0.03 -0.01
H 0.00 -0.02 0.01
C 0.40 0.18 -0.07
C -0.07 -0.30 -0.08
C -0.03 0.06 0.02
C -0.06 -0.02 -0.02
C 0.04 -0.08 0.04
C -0.02 0.00 -0.04
C 0.03 0.01 0.04
C 0.00 -0.02 0.00
C -0.05 0.05 -0.01
C 0.14 0.05 0.03
C -0.06 0.06 -0.05
C 0.04 -0.02 0.04
C -0.03 0.00 -0.05
C -0.01 0.00 0.03
C -0.03 -0.03 -0.02
H 0.00 0.01 -0.04
H 0.01 0.00 0.00
H 0.00 -0.01 -0.01
H -0.01 0.00 0.01
H -0.01 0.04 0.00
H 0.04 0.00 0.00
H -0.01 -0.01 -0.01
H 0.00 -0.01 0.01
H 0.00 0.01 0.00
H 0.02 0.04 0.00

multiplicity: 1
total charge: -2
frontier orbital gap: 3.5 eV
energy relative to the best compared isomer or geometry (same formula, charge and spin): 6.3 kcal per mole

Question: The lowest frontier orbital gap belongs to which entry?
Answer: C49H42Br2CaN4O4S2